# 1
A structure of composition C25H60BrN5NbO9SSi. Source: OMol25; level of theory: ωB97M-V with the def2-TZVPD basis set.

The total energy is -143084.869 eV.

ORCA input file:
```
! wB97M-V def2-TZVPD RIJCOSX def2/J DEFGRID3
* xyz -1 1
C -5.8748 -5.6386 1.8290
C -5.1840 -5.5153 0.4882
O -4.2139 -4.5278 0.5178
C -3.5934 -4.4192 -0.7464
C -2.3844 -3.4357 -0.7224
O -2.3431 -2.7679 0.5128
Nb -0.7588 -1.5812 0.9333
S 0.1849 -1.6015 -1.3845
Br 1.0674 0.1447 1.7184
C 0.6319 -3.2830 1.5825
C 2.0887 -3.2487 1.0598
C 3.0646 -3.7893 2.0666
O 3.7216 -4.7206 1.8593
O 3.1942 -3.1121 3.2451
Si -2.1223 0.5634 0.1735
C -3.5525 0.1500 -1.0014
C -0.9927 1.8558 -0.6711
C -2.6946 1.4112 1.7955
H -5.3852 -6.3293 2.5033
H -6.9069 -5.9525 1.7323
H -5.8960 -4.6600 2.3020
H -4.7635 -6.4941 0.2330
H -5.9430 -5.3168 -0.2768
H -4.3346 -4.0759 -1.4719
H -3.2563 -5.4117 -1.0568
H -2.5571 -2.7478 -1.5375
H -1.4979 -4.0425 -0.8828
H -1.4411 -1.4682 2.6250
H 0.2945 -2.8489 -1.8784
H 0.6210 -3.4050 2.6663
H 0.1779 -4.1844 1.1673
H 2.4426 -2.2558 0.7860
H 2.1710 -3.8881 0.1912
H 2.3348 -3.0996 3.6974
H -3.1175 -0.1897 -1.9383
H -4.1919 -0.6477 -0.6377
H -4.1099 1.0595 -1.2074
H -0.6197 2.5126 0.1053
H -1.6257 2.4763 -1.3034
H -0.1787 1.3985 -1.2162
H -1.8790 1.3202 2.5036
H -3.5727 0.9460 2.2309
H -2.8182 2.4815 1.6099
C 0.6112 6.8859 0.0762
C 0.4980 5.4614 -0.4102
O -0.3884 5.1022 -1.1699
N 1.4170 4.5661 0.0363
C 2.5258 4.7935 0.9414
H -0.1973 7.4665 -0.3587
H 0.5183 6.9114 1.1640
H 1.5617 7.3293 -0.2260
H 1.2764 3.6322 -0.3230
H 3.4613 4.5344 0.4405
H 2.4116 4.1545 1.8184
H 2.5693 5.8291 1.2615
C 0.7785 -3.6727 -6.8798
C 0.7111 -3.2211 -5.4389
O -0.2399 -3.4816 -4.7205
N 1.7605 -2.5018 -4.9619
C 2.9618 -2.1012 -5.6624
H -0.1234 -4.2303 -7.1138
H 0.8419 -2.8097 -7.5453
H 1.6422 -4.3213 -7.0354
H 1.6568 -2.2260 -3.9951
H 3.8328 -2.5082 -5.1433
H 3.0263 -1.0107 -5.6542
H 2.9626 -2.4490 -6.6897
C 2.5477 -0.6637 7.4134
C 2.4920 -2.1203 7.0181
O 1.6048 -2.5629 6.3119
N 3.4813 -2.9367 7.4792
C 4.6103 -2.5913 8.3197
H 1.7007 -0.1496 6.9698
H 2.4932 -0.5606 8.4986
H 3.4666 -0.2052 7.0459
H 3.3856 -3.8931 7.1754
H 5.5384 -2.8225 7.7933
H 4.5741 -3.1814 9.2382
H 4.6034 -1.5377 8.5765
C 1.2130 2.4308 -8.8482
C 2.0336 1.2679 -8.3432
O 1.6460 0.1149 -8.4322
N 3.2371 1.5496 -7.7734
C 3.8568 2.8470 -7.5780
H 0.2884 2.0491 -9.2698
H 0.9706 3.1091 -8.0294
H 1.7561 2.9714 -9.6248
H 3.7323 0.7307 -7.4569
H 4.8167 2.8723 -8.0975
H 4.0320 3.0080 -6.5131
H 3.2289 3.6457 -7.9568
C -1.8925 5.5828 5.4205
C -1.6757 5.7515 3.9351
O -0.6762 6.2922 3.4837
N -2.6338 5.2723 3.1040
C -3.8734 4.6018 3.4527
H -1.0456 6.0103 5.9488
H -2.7998 6.1011 5.7341
H -1.9671 4.5251 5.6753
H -2.4250 5.4113 2.1263
H -3.8822 3.6064 3.0064
H -4.7161 5.1715 3.0559
H -3.9837 4.5086 4.5276
*
```

Results of the Mulliken charge analysis, in e, for atoms 1 through 99: C -1.20; C -0.36; O -0.10; C -0.91; C 0.34; O -0.78; Nb -0.18; S -0.37; Br -0.53; C -0.85; C 0.06; C 0.16; O -0.55; O -0.42; Si 0.97; C -1.15; C -0.85; C -1.01; H 0.29; H 0.34; H 0.31; H 0.32; H 0.32; H 0.33; H 0.31; H 0.12; H 0.23; H 0.01; H 0.03; H 0.48; H 0.26; H 0.24; H 0.31; H 0.30; H 0.24; H 0.28; H 0.39; H -0.08; H 0.33; H 0.44; H 0.31; H 0.46; H -0.04; C -1.32; C 0.93; O -0.65; N -0.06; C -0.94; H 0.27; H 0.30; H 0.42; H 0.19; H 0.32; H 0.28; H 0.35; C -1.29; C 0.93; O -0.63; N -0.03; C -0.87; H 0.29; H 0.30; H 0.36; H 0.11; H 0.31; H 0.20; H 0.36; C -1.29; C 0.83; O -0.66; N -0.16; C -0.85; H 0.31; H 0.36; H 0.34; H 0.23; H 0.28; H 0.28; H 0.32; C -1.33; C 0.83; O -0.63; N -0.13; C -0.86; H 0.28; H 0.37; H 0.37; H 0.20; H 0.29; H 0.29; H 0.32; C -1.34; C 0.84; O -0.64; N -0.10; C -0.66; H 0.31; H 0.36; H 0.35

=====

# 2
The molecule C6H12O. Source: OMol25; level of theory: ωB97M-V with the def2-TZVPD basis set.

The SMILES is CC[C@H]1CCCO1. The total energy is -8463.938 eV. The energy above the lowest of the compared OMol25 structures with the same formula, charge and spin is 0.4162 eV.

ORCA input file:
```
! wB97M-V def2-TZVPD RIJCOSX def2/J DEFGRID3
* xyz 0 1
C -0.5721 1.1345 -2.1946
C 0.5308 0.8937 -1.1691
C 0.3092 -0.3838 -0.3594
C 1.2488 -0.5015 0.8657
C 0.2914 -0.7115 2.0477
C -0.9966 -0.0883 1.5192
O -1.0244 -0.4381 0.1502
H -0.7086 0.2605 -2.8422
H -1.5234 1.3175 -1.6875
H -0.3445 1.9964 -2.8303
H 1.5099 0.8203 -1.6627
H 0.5928 1.7512 -0.4841
H 0.4117 -1.2486 -1.0286
H 1.9666 -1.3199 0.7599
H 1.8238 0.4234 0.9927
H 0.6430 -0.2486 2.9746
H 0.1329 -1.7788 2.2338
H -1.9063 -0.4818 1.9817
H -0.9865 1.0068 1.6479
*
```

natural (NBO) analysis output, partial charges in e: C -0.61; C -0.41; C 0.10; C -0.43; C -0.43; C -0.07; O -0.53; H 0.20; H 0.22; H 0.21; H 0.20; H 0.19; H 0.18; H 0.22; H 0.20; H 0.21; H 0.20; H 0.19; H 0.15

=====

# 3
A cluster of 2 separate species, C11H15N in total. Source: OMol25; level of theory: ωB97M-V with the def2-TZVPD basis set.

The SMILES is Cc1c[nH]c2ccccc12.CC. The total energy is -13140.457 eV. The energy above the lowest of the compared OMol25 structures with the same formula, charge and spin is 0.3340 eV.

ORCA input file:
```
! wB97M-V def2-TZVPD RIJCOSX def2/J DEFGRID3
* xyz 0 1
C 1.5303 1.1992 -2.5264
C 0.3665 2.0706 -2.1427
H 1.9341 1.3555 -3.5310
H 2.3789 1.2290 -1.8458
H 1.1679 0.1645 -2.5467
H -0.1813 1.6674 -1.2850
H -0.4151 2.1473 -2.8966
H 0.7419 3.0508 -1.8350
C -2.0562 1.0957 2.1759
C -0.3801 -1.6779 0.3291
C -0.3525 -0.5034 1.0793
C -1.7210 -0.1754 1.4396
C -2.4924 -1.1591 0.9102
C 0.7855 -2.2641 -0.1392
C 1.9764 -1.6693 0.2453
C 0.8579 0.0976 1.4476
C 2.0177 -0.4641 0.9789
N -1.6929 -2.0448 0.1682
H -2.0530 -2.9495 -0.1230
H 0.8124 -3.1556 -0.7511
H -3.5619 -1.2387 0.8169
H 2.9294 -2.0872 -0.0532
H 0.8092 0.9895 2.0559
H -1.3100 1.2300 2.9544
H -3.0829 1.0671 2.5306
H 2.9467 0.0876 1.0562
H -1.9555 1.9374 1.4878
*
```

natural (NBO) analysis output, partial charges in e: C -0.61; C -0.61; H 0.20; H 0.21; H 0.20; H 0.21; H 0.20; H 0.20; C -0.63; C 0.12; C -0.04; C -0.09; C -0.04; C -0.24; C -0.21; C -0.21; C -0.24; N -0.54; H 0.41; H 0.22; H 0.21; H 0.21; H 0.21; H 0.22; H 0.22; H 0.21; H 0.22

=====

# 4
The molecule C5H6O2. Source: OMol25; level of theory: ωB97M-V with the def2-TZVPD basis set.

The SMILES is C#C[C@H](C=O)CO. The total energy is -9373.778 eV. The energy above the lowest of the compared OMol25 structures with the same formula, charge and spin is 3.3173 eV.

ORCA input file:
```
! wB97M-V def2-TZVPD RIJCOSX def2/J DEFGRID3
* xyz 0 1
O -0.1782 -1.3613 1.7046
C -0.2923 -0.0109 1.3124
C 0.4767 0.0593 -0.0143
C -0.0762 -1.2479 -0.9415
O -1.2340 -1.3720 -1.2472
C 0.3257 1.3462 -0.6974
C 0.1498 2.3724 -1.3044
H -0.1420 -1.8102 0.8478
H -1.3379 0.3119 1.1940
H 0.1680 0.6281 2.0798
H 1.5361 -0.1089 0.2440
H 0.6287 -2.0575 -1.2882
H -0.0244 3.2507 -1.8896
*
```

natural (NBO) analysis output, partial charges in e: O -0.69; C -0.05; C -0.39; C 0.39; O -0.47; C -0.03; C -0.20; H 0.45; H 0.18; H 0.19; H 0.24; H 0.14; H 0.24

=====

# 5
A structure of composition C16H18AsBrO8SSbTi. Source: OMol25; level of theory: ωB97M-V with the def2-TZVPD basis set.

The total energy is -204635.142 eV. The energy above the lowest of the compared OMol25 structures with the same formula, charge and spin is 1.5524 eV.

ORCA input file:
```
! wB97M-V def2-TZVPD RIJCOSX def2/J DEFGRID3
* xyz 0 2
Ti 0.1380 -0.2812 -0.0417
O 2.0265 2.2209 1.4724
As 0.2750 2.3665 1.5415
O -0.0125 3.0837 2.9715
O -0.3927 0.7889 1.3321
C -0.4285 3.4096 0.0763
C -1.1504 4.5184 0.4913
C -1.8714 5.2647 -0.4338
C -1.8746 4.9142 -1.7724
C -1.1589 3.8077 -2.2074
C -0.4446 3.0607 -1.2845
S 0.2327 1.5353 -1.8456
O -0.8535 0.5370 -1.5333
O 0.6142 1.6252 -3.2085
O 1.2942 1.1669 -0.8632
H 2.2925 2.6354 2.3095
H -1.1376 4.7764 1.5427
H -2.4456 6.1184 -0.0983
H -2.4458 5.4956 -2.4840
H -1.1449 3.5187 -3.2497
Br -2.9978 -0.9426 0.3097
C -2.7275 -2.3246 -0.9670
C -3.8372 -2.8304 -1.6208
C -3.6672 -3.7622 -2.6359
C -2.3968 -4.1637 -3.0144
C -1.2898 -3.6518 -2.3572
C -1.4422 -2.7492 -1.3170
C -0.2358 -2.2127 -0.6344
O -0.2562 -2.0014 0.6562
O 0.7911 -1.7956 -1.2562
H -4.8227 -2.4841 -1.3437
H -4.5371 -4.1618 -3.1411
H -2.2666 -4.8742 -3.8194
H -0.2887 -3.9537 -2.6379
C 4.5350 -0.5689 1.9141
Sb 2.4968 -0.9607 1.4524
C 2.5378 -3.0813 1.7160
C 1.7586 -0.5956 3.4306
H 4.7454 -0.9565 2.9097
H 4.7270 0.5019 1.8745
H 5.1699 -1.0682 1.1829
H 3.3709 -3.3648 2.3585
H 2.6359 -3.5810 0.7532
H 1.5946 -3.3733 2.1724
H 2.0112 -1.4448 4.0639
H 0.6775 -0.4729 3.3951
H 2.2014 0.3111 3.8404
*
```

natural (NBO) analysis output, partial charges in e: Ti 1.22; O -1.01; As 2.44; O -1.13; O -1.04; C -0.44; C -0.17; C -0.18; C -0.19; C -0.19; C -0.25; S 2.40; O -0.91; O -0.89; O -0.91; H 0.51; H 0.26; H 0.23; H 0.23; H 0.25; Br 0.15; C 0.07; C -0.27; C -0.18; C -0.21; C -0.14; C -0.23; C 0.66; O -0.64; O -0.61; H 0.23; H 0.22; H 0.22; H 0.23; C -0.98; Sb 1.17; C -0.99; C -0.98; H 0.23; H 0.23; H 0.23; H 0.22; H 0.23; H 0.24; H 0.23; H 0.24; H 0.23

=====

# 6
The molecule C5H7N. Source: OMol25; level of theory: ωB97M-V with the def2-TZVPD basis set.

The SMILES is CCCC1=C=N1. The total energy is -6783.856 eV. The energy above the lowest of the compared OMol25 structures with the same formula, charge and spin is 4.6571 eV.

ORCA input file:
```
! wB97M-V def2-TZVPD RIJCOSX def2/J DEFGRID3
* xyz 0 1
C -0.4089 1.4758 1.3870
C -0.4253 1.4243 -0.1129
C 0.3587 0.0717 -0.4036
C -0.3035 -1.0746 0.4845
C -0.6662 0.8988 2.7283
N -0.0675 2.1610 2.4310
H -1.4895 1.3999 -0.4741
H 0.1692 2.1499 -0.5270
H 0.1985 -0.0761 -1.4787
H 1.4239 0.1055 -0.0829
H 0.2341 -1.8567 0.2560
H -0.3576 -0.9485 1.5441
H -1.3098 -1.2147 0.1861
*
```

natural (NBO) analysis output, partial charges in e: C 0.20; C -0.47; C -0.37; C -0.61; C 0.09; N -0.36; H 0.25; H 0.22; H 0.22; H 0.21; H 0.20; H 0.23; H 0.20